69
Properties=species:S:1:pos:R:3 method="wB97M-V/def2-TZVPD" spin_multiplicity=4 charge=+3 homo_lumo_gap_ha="0.1759 / 0.2148"
Se 0.23293 2.18078 0.65392
Cr 0.34607 -0.55698 0.21305
P 1.72992 -0.65291 2.01391
P -0.98799 -2.24364 0.97707
P 1.72105 -1.59673 -1.23419
O -3.08245 1.56734 1.88602
O -2.04361 1.23968 3.89584
N -1.81970 3.59727 4.44309
C -2.77906 2.29441 -5.58223
C 0.50664 1.89020 -3.99818
C 1.63258 2.60027 -1.97546
C -2.47715 1.93187 2.91380
C 0.41533 2.39676 -1.28813
C 2.11307 -3.36871 -1.13965
C -1.92470 -2.98467 -0.38684
C 3.30967 -0.78234 -1.56648
C -0.76656 2.10705 -1.96494
C -3.35884 1.20343 -5.05182
C 0.80899 -0.47667 3.56224
C -2.25011 -1.50900 2.05294
C 2.72141 -2.15905 2.27557
C 2.97206 0.66087 2.06062
C 1.66264 2.35201 -3.35709
C -0.43510 -3.72298 1.90010
C -2.14036 3.43597 3.00505
C 0.74809 -1.39908 -2.74487
C -0.68643 1.71510 -3.29195
H -1.61517 2.60103 4.74441
H -2.60352 -2.22967 -0.80106
H 3.44805 -2.31031 1.46919
H -1.71407 2.04449 -1.43391
H 3.63161 0.60246 1.18604
H 1.36790 -1.63595 -3.61961
H 2.70064 -3.67899 -2.01747
H -2.63972 3.95270 4.93698
H 0.33716 -4.27765 1.34944
H -2.65661 3.20850 -4.99199
H -2.94446 -2.30229 2.35760
H -1.25287 -3.33114 -1.18340
H -2.45685 2.33592 -6.63922
H 1.18755 -3.95553 -1.10328
H -0.14607 -2.04122 -2.73607
H 2.08170 -3.04527 2.34953
H 3.26611 -2.03510 3.22255
H -1.13548 2.82915 0.60651
H -2.98886 4.05213 2.70972
H 0.51542 1.64059 -5.06303
H -1.84156 -1.03575 2.95281
H -1.57577 1.29252 -3.74742
H -3.49527 0.28069 -5.62608
H 0.40675 -1.44265 3.89570
H 0.41452 -0.35752 -2.81046
H 2.68921 -3.57595 -0.23062
H -1.30394 -4.38433 2.03485
H -3.77791 1.23934 -4.04566
H 1.51155 -0.10110 4.31574
H 3.56860 0.54274 2.97519
H 3.15401 0.29371 -1.70747
H -1.24909 3.68653 2.41406
H -0.04614 -3.45701 2.89117
H 2.58614 2.48445 -3.93044
H 3.99056 -0.92049 -0.71701
H -2.50533 -3.83658 -0.00858
H -1.05168 4.25050 4.57235
H -0.01999 0.24289 3.48389
H 2.52977 2.92073 -1.44988
H 3.77762 -1.19945 -2.46964
H -2.79600 -0.71068 1.52765
H 2.48313 1.64333 2.06551

22
Properties=species:S:1:pos:R:3 method="wB97M-V/def2-TZVPD" spin_multiplicity=3 relative_energy_kj_mol=0.0 charge=0 homo_lumo_gap_ha="0.2957 / 0.2982"
N 1.67903 3.65436 1.55388
N 0.44747 3.97896 1.63972
C 0.34371 0.43291 0.89238
C 0.02323 -0.57017 -0.04622
C -0.37979 -1.37647 -2.29776
C -0.24063 -1.87767 0.42065
C -0.34685 2.79875 1.55844
C 1.89595 2.48893 1.05753
C -0.57237 -2.89224 -0.44593
C -0.05560 -0.34993 -1.43768
C 0.53992 1.84015 0.63179
C -0.64170 -2.65020 -1.81295
H 2.86345 2.04231 0.96437
H 0.51178 0.11019 1.91307
H -0.89121 -3.44967 -2.49428
H -0.44084 2.31880 2.53974
H -0.42540 -1.18877 -3.36078
H -1.33979 3.02021 1.16635
H -0.77659 -3.88141 -0.06404
H 0.15661 0.62867 -1.84177
H -0.18696 -2.07061 1.48269
H 0.32843 2.10191 -0.41097

In order of appearance, E_tot = -147576.282; -13508.554 eV.